Computed, not measured: a structure of composition C42H35CuN7O14, with ωB97M-V with the def2-TZVPD basis set.

charge	+1
LUMO energy	-0.1111	Eh
molecular weight	925.3	Da
Kohn-Sham gap	8.457	eV
DFT total energy	-4697.68272	Eh

Atoms and positions in Å:
Cu1 5.934 -7.468 -0.146
C1 -0.520 -5.489 -2.556
C2 -0.746 -6.839 -2.538
C3 0.147 -7.676 -1.881
C4 1.278 -7.144 -1.285
C5 1.570 -5.779 -1.458
C6 0.598 -4.995 -1.999
N1 2.282 -8.007 -0.585
O1 3.414 -7.663 -0.461
O2 1.958 -9.164 -0.293
H1 -1.272 -4.866 -3.016
H2 -1.624 -7.148 -3.086
H3 -0.074 -8.733 -1.845
H4 2.468 -5.377 -1.013
H5 0.673 -3.922 -1.901
C7 2.421 -4.956 -5.227
C8 3.411 -4.756 -4.258
C9 4.177 -5.792 -3.759
C10 3.880 -7.061 -4.141
C11 2.861 -7.322 -5.157
C12 2.181 -6.252 -5.707
N2 4.564 -8.203 -3.522
O3 4.500 -9.376 -4.022
O4 5.312 -7.910 -2.539
H6 1.930 -4.081 -5.628
H7 3.565 -3.751 -3.893
H8 4.816 -5.624 -2.904
H9 2.710 -8.367 -5.380
H10 1.609 -6.393 -6.612
C13 3.338 -13.554 -1.392
C14 3.296 -12.204 -1.608
C15 4.143 -11.400 -0.859
C16 5.140 -11.892 0.003
C17 5.222 -13.320 0.160
C18 4.241 -14.115 -0.462
N3 5.978 -10.987 0.846
O5 6.012 -9.828 0.551
O6 6.514 -11.423 1.801
H11 2.683 -14.257 -1.886
H12 2.528 -11.905 -2.306
H13 4.061 -10.341 -1.055
H14 6.019 -13.756 0.743
H15 4.349 -15.188 -0.507
C19 7.067 -1.388 2.231
C20 7.643 -2.661 2.282
C21 7.520 -3.534 1.204
C22 6.556 -3.162 0.201
C23 5.802 -1.982 0.283
C24 6.156 -0.975 1.236
N4 6.418 -4.041 -1.019
O7 6.592 -5.269 -0.870
O8 6.145 -3.611 -2.094
H16 7.311 -0.700 3.027
H17 8.268 -2.951 3.114
H18 7.999 -4.501 1.148
H19 4.993 -1.735 -0.389
H20 5.596 -0.052 1.281
C25 9.113 -4.247 5.700
C26 10.208 -4.951 5.210
C27 10.061 -5.841 4.177
C28 8.809 -6.102 3.624
C29 7.643 -5.397 4.129
C30 7.829 -4.516 5.213
N5 8.646 -6.993 2.399
O9 9.627 -7.677 2.093
O10 7.511 -6.991 1.856
H21 9.197 -3.586 6.550
H22 11.235 -4.846 5.527
H23 10.968 -6.293 3.804
H24 6.673 -5.559 3.682
H25 7.021 -3.922 5.615
C31 3.701 -3.516 5.650
C32 4.218 -2.785 4.580
C33 4.367 -3.380 3.376
C34 4.057 -4.727 3.171
C35 3.521 -5.456 4.207
C36 3.300 -4.846 5.421
N6 4.306 -5.462 1.851
O11 4.577 -6.646 1.917
O12 4.247 -4.826 0.825
H26 3.550 -3.014 6.594
H27 4.425 -1.732 4.699
H28 4.607 -2.731 2.546
H29 3.346 -6.519 4.130
H30 2.853 -5.420 6.220
C37 9.599 -13.297 -0.608
C38 9.837 -12.175 0.215
C39 9.348 -10.999 -0.203
C40 8.702 -10.846 -1.394
C41 8.507 -11.939 -2.207
C42 8.844 -13.191 -1.761
N7 8.213 -9.567 -1.897
O13 7.847 -8.637 -1.137
O14 8.071 -9.436 -3.092
H31 10.104 -14.208 -0.321
H32 10.513 -12.278 1.052
H33 9.615 -10.189 0.460
H34 8.035 -11.837 -3.173
H35 8.775 -14.024 -2.445

In the Löwdin picture, each atom carries the following charge in e: Cu 0.4076; C -0.0841; C -0.0538; C 0.0056; C -0.1043; C -0.0014; C -0.0954; N -0.2991; O 0.0526; O 0.0766; H 0.1197; H 0.1157; H 0.1210; H 0.1061; H 0.1200; C -0.0520; C -0.0645; C -0.0191; C -0.1291; C 0.0282; C -0.0645; N -0.2387; O 0.0633; O 0.0080; H 0.1092; H 0.1090; H 0.0974; H 0.1101; H 0.1097; C -0.0747; C -0.0666; C -0.0048; C -0.0892; C 0.0111; C -0.0560; N -0.3554; O 0.0536; O 0.1260; H 0.1078; H 0.1141; H 0.0851; H 0.1098; H 0.1028; C -0.0711; C -0.0680; C 0.0274; C -0.1177; C -0.0153; C -0.0381; N -0.3040; O 0.0203; O 0.1283; H 0.1077; H 0.0935; H 0.1027; H 0.1189; H 0.1098; C -0.0591; C -0.0650; C -0.0211; C -0.0890; C 0.0080; C -0.0720; N -0.2715; O 0.0972; O 0.0224; H 0.1103; H 0.1148; H 0.1215; H 0.0925; H 0.1006; C -0.0397; C -0.0771; C -0.0284; C -0.1070; C -0.0189; C -0.0478; N -0.2858; O 0.0727; O 0.0794; H 0.1106; H 0.1164; H 0.0968; H 0.1268; H 0.1127; C -0.0446; C -0.0562; C -0.0348; C -0.1482; C -0.0031; C -0.0608; N -0.2795; O 0.0179; O 0.1057; H 0.1084; H 0.1178; H 0.1239; H 0.1278; H 0.1141

Computed, not measured: a structure of composition C21H36BBr18N2O4, with ωB97M-V with the def2-TZVPD basis set.

charge	0
spin multiplicity	2
LUMO energy (alpha / beta)	-0.0091 / -0.0091	Eh
molecular weight	1829.6	Da
Kohn-Sham gap (alpha / beta)	7.784 / 9.051	eV
DFT total energy	-47589.31137	Eh

Atoms and positions in Å:
C1 4.382 0.855 -0.389
C2 3.136 0.271 0.247
O1 2.070 1.218 0.267
B1 1.092 1.127 -0.671
O2 1.344 0.527 -1.915
C3 -0.362 1.706 -0.387
C4 -1.377 0.559 -0.308
C5 -1.059 -0.514 0.709
O3 -0.191 -0.379 1.562
N1 -1.772 -1.725 0.644
C6 -2.083 -2.214 2.010
C7 -2.995 -1.698 -0.177
C8 -0.285 2.581 0.878
C9 -1.463 3.557 1.125
C10 -2.380 2.942 2.200
C11 -0.919 4.875 1.707
N2 -2.266 3.792 -0.096
O4 -3.346 3.110 -0.191
C12 -1.507 3.881 -1.354
C13 -2.522 4.076 -2.497
C14 -0.558 5.091 -1.378
C15 -0.732 2.575 -1.639
H1 4.181 1.143 -1.420
H2 4.653 1.756 0.159
H3 5.201 0.141 -0.349
H4 2.851 -0.676 -0.210
H5 3.359 0.048 1.291
H6 1.232 -0.424 -1.848
H7 -2.395 0.917 -0.144
H8 -1.385 0.061 -1.281
H9 -3.092 -2.619 2.036
H10 -1.409 -3.017 2.290
H11 -2.023 -1.422 2.752
H12 -3.702 -0.944 0.179
H13 -3.494 -2.660 -0.134
H14 -2.776 -1.502 -1.223
H15 -0.172 1.985 1.776
H16 0.632 3.168 0.799
H17 -3.320 3.483 2.280
H18 -1.866 3.032 3.155
H19 -2.573 1.891 2.007
H20 -0.078 5.231 1.116
H21 -0.568 4.705 2.719
H22 -1.695 5.638 1.688
H23 -3.232 4.861 -2.238
H24 -1.991 4.380 -3.395
H25 -3.087 3.170 -2.686
H26 0.448 4.849 -1.040
H27 -0.937 5.868 -0.714
H28 -0.507 5.525 -2.371
H29 -1.325 1.950 -2.302
H30 0.160 2.839 -2.206
C16 3.566 -2.775 -3.391
Br1 2.372 -3.357 -1.994
Br2 2.836 -1.284 -4.358
Br3 5.322 -2.391 -2.701
H31 3.674 -3.595 -4.089
C17 6.488 -4.378 -5.669
Br4 5.535 -3.095 -6.738
Br5 5.336 -5.819 -5.115
Br6 8.065 -5.024 -6.559
H32 6.807 -3.869 -4.771
C18 -1.544 -6.121 3.826
Br7 -1.818 -7.767 4.780
Br8 -2.249 -6.214 2.034
Br9 -2.250 -4.616 4.791
H33 -0.479 -5.974 3.732
C19 1.897 -4.960 1.749
Br10 3.366 -5.410 0.588
Br11 2.188 -5.591 3.549
Br12 1.503 -3.082 1.725
H34 1.025 -5.476 1.373
C20 1.244 7.845 -4.665
Br13 1.923 6.049 -4.810
Br14 -0.357 8.080 -5.705
Br15 0.970 8.343 -2.828
H35 1.993 8.507 -5.072
C21 -4.840 -7.594 7.837
Br16 -5.672 -7.304 6.129
Br17 -4.232 -5.943 8.615
Br18 -5.994 -8.563 9.035
H36 -3.967 -8.207 7.668

In the Löwdin picture, each atom carries the following charge in e: C -0.0601; C -0.2310; O 0.0922; B -0.6117; O 0.1100; C -0.2513; C -0.0481; C -0.4312; O 0.0327; N -0.1128; C -0.0959; C -0.0722; C -0.0530; C -0.4503; C -0.0269; C -0.0305; N -0.1126; O -0.0193; C -0.4523; C -0.0307; C -0.0351; C -0.0407; H 0.0784; H 0.0805; H 0.0641; H 0.0825; H 0.1245; H 0.0533; H 0.1223; H 0.1247; H 0.0739; H 0.0019; H 0.0926; H 0.0979; H 0.0840; H 0.0831; H 0.1212; H 0.1199; H 0.0867; H 0.0851; H 0.0747; H 0.0611; H 0.0854; H 0.0926; H 0.0921; H 0.0834; H 0.0764; H 0.0870; H 0.0794; H 0.0465; H 0.1178; H 0.1245; C -1.6094; Br 0.5696; Br 0.6203; Br 0.6089; H -0.0873; C -1.6582; Br 0.5810; Br 0.5901; Br 0.5871; H -0.0781; C -1.6355; Br 0.5759; Br 0.5821; Br 0.6007; H -0.1226; C -1.6138; Br 0.5606; Br 0.6187; Br 0.6654; H -0.0423; C -1.6482; Br 0.5654; Br 0.5685; Br 0.5796; H -0.0327; C -1.6574; Br 0.5521; Br 0.5617; Br 0.5721; H -0.0407

Computed, not measured: a structure of composition C23H20ClF5GaOPTe, with ωB97M-V with the def2-TZVPD basis set.

charge	0
ΔE to the lowest compared entry with this formula, charge and spin	0.00	kcal per mole
LUMO energy	-0.0482	Eh
molecular weight	671.2	Da
Kohn-Sham gap	6.521	eV
DFT total energy	-4457.41895	Eh

Atoms and positions in Å:
C1 -0.996 -1.965 3.928
C2 -1.011 -2.143 2.537
C3 0.369 -2.047 2.050
H1 -1.891 -2.335 1.925
C4 1.212 -1.925 3.247
C5 0.360 -1.828 4.358
H2 0.658 -1.733 5.401
H3 -1.866 -1.953 4.586
H4 0.720 -2.381 1.064
H5 2.300 -1.966 3.239
Ga1 0.831 0.139 1.823
Cl1 2.906 0.828 1.831
P1 0.113 0.158 -0.412
C6 1.181 -0.979 -1.396
C7 0.677 -1.581 -2.563
H6 -0.382 -1.520 -2.819
C8 1.539 -2.244 -3.442
H7 1.131 -2.687 -4.350
C9 2.902 -2.326 -3.143
H8 3.574 -2.853 -3.826
C10 3.409 -1.754 -1.974
H9 4.476 -1.814 -1.738
C11 2.554 -1.099 -1.095
H10 2.953 -0.644 -0.186
C12 -1.545 -0.256 -1.099
C13 -2.167 -1.473 -0.739
H11 -1.723 -2.099 0.030
C14 -3.316 -1.891 -1.400
H12 -3.785 -2.831 -1.098
C15 -3.847 -1.127 -2.441
H13 -4.761 -1.454 -2.943
C16 -3.219 0.059 -2.835
H14 -3.606 0.643 -3.667
C17 -2.080 0.498 -2.157
H15 -1.600 1.417 -2.494
C18 0.456 1.782 -1.203
C19 1.084 1.825 -2.460
H16 1.481 0.917 -2.922
C20 1.192 3.032 -3.157
H17 1.675 3.042 -4.136
C21 0.676 4.206 -2.591
H18 0.772 5.152 -3.133
C22 0.056 4.172 -1.334
H19 -0.352 5.090 -0.897
C23 -0.048 2.975 -0.629
H20 -0.520 2.947 0.357
F1 -1.659 0.379 5.080
Te1 -0.343 1.705 4.805
F2 0.953 3.076 4.745
F3 1.063 0.548 5.382
F4 -1.778 2.825 4.280
F5 -0.642 2.190 6.630
O1 -0.136 1.301 2.985

In the Löwdin picture, each atom carries the following charge in e: C -0.1303; C -0.1344; C -0.2775; H 0.0741; C -0.1877; C -0.1572; H 0.0998; H 0.0995; H 0.0886; H 0.1002; Ga 0.0759; Cl 0.2587; P 1.0829; C -0.3456; C -0.0780; H 0.1043; C -0.0659; H 0.1090; C -0.0717; H 0.1091; C -0.0647; H 0.1145; C -0.0940; H 0.0307; C -0.3194; C -0.0819; H 0.0809; C -0.0674; H 0.1142; C -0.0700; H 0.1095; C -0.0649; H 0.1083; C -0.0755; H 0.1043; C -0.3530; C -0.0787; H 0.1044; C -0.0665; H 0.1087; C -0.0709; H 0.1082; C -0.0704; H 0.1129; C -0.0738; H 0.1137; F -0.3474; Te 1.9065; F -0.3557; F -0.3570; F -0.3615; F -0.3581; O -0.5397

- charge of number 3 (C23H20ClF5GaOPTe)?
  0

- The lowest molecular weight belongs to which entry?
  C23H20ClF5GaOPTe

- Which formula does entry 1 have?
  C42H35CuN7O14